{"formula": "BF4H18O9", "method": "ωB97M-V with the def2-TZVPD basis set", "total_charge": -1, "lumo_ev": 2.405, "multiplicity": 1, "e_above_lowest_kj_mol": 191.4, "symbols": ["B", "F", "F", "F", "F", "O", "H", "H", "O", "H", "H", "O", "H", "H", "O", "H", "H", "O", "H", "H", "O", "H", "H", "O", "H", "H", "O", "H", "H", "O", "H", "H"], "xyz": [[3.7072, -4.6774, 16.2342], [3.7616, -4.6551, 17.5756], [4.8396, -5.2333, 15.7400], [2.5991, -5.2686, 15.8127], [3.6912, -3.3405, 15.8187], [1.5967, 1.1557, 12.5314], [0.7685, 1.6319, 12.4719], [2.0218, 1.5103, 13.3123], [3.2144, -6.3122, 22.7379], [3.5961, -5.8134, 23.4602], [3.9477, -6.4743, 22.1443], [1.7463, -8.5075, 12.8501], [1.8982, -7.8487, 13.5277], [2.3121, -8.2412, 12.1254], [7.8660, -5.1173, 12.2022], [7.9590, -6.0325, 11.9377], [7.3409, -5.1507, 13.0019], [0.0631, -6.3929, 19.5392], [0.6599, -6.1213, 18.8419], [0.5707, -6.2880, 20.3440], [7.6312, -0.3009, 15.3726], [7.7865, -0.2394, 14.4300], [6.6780, -0.3176, 15.4581], [2.1887, -3.3484, 11.8500], [2.2920, -3.7345, 12.7198], [1.8143, -2.4829, 12.0145], [7.7600, -5.6858, 21.7074], [8.6612, -5.9561, 21.8836], [7.8190, -5.1591, 20.9103], [0.0829, -1.7788, 17.7202], [0.9631, -2.1028, 17.5291], [-0.4114, -1.9386, 16.9162]], "forces_ev_per_a": [[1.154, 2.022, -0.097], [-0.014, -0.314, 3.102], [1.793, -1.394, -1.067], [-2.813, -1.861, -1.294], [-0.234, 1.571, -0.746], [0.052, -0.119, -0.203], [-0.221, 0.081, -0.033], [0.159, 0.004, 0.231], [-0.283, -0.118, 0.069], [0.079, 0.143, 0.143], [0.201, -0.022, -0.252], [-0.168, -0.296, -0.099], [0.055, 0.246, 0.296], [0.127, 0.097, -0.146], [0.218, 0.138, -0.206], [-0.002, -0.193, -0.057], [-0.257, 0.078, 0.306], [-0.332, -0.161, 0.057], [0.226, 0.131, -0.278], [0.171, 0.050, 0.201], [0.250, 0.175, 0.155], [0.040, -0.060, -0.224], [-0.291, -0.158, 0.083], [-0.061, -0.099, -0.372], [0.146, -0.131, 0.383], [-0.031, 0.240, 0.070], [-0.143, -0.062, 0.223], [0.194, -0.091, 0.054], [-0.101, 0.148, -0.277], [-0.217, 0.267, 0.208], [0.374, -0.212, -0.062], [-0.072, -0.101, -0.170]]}